(1)
The following is a quantum chemistry calculation of a cluster of 8 separate species, C10H36ClN6O7 in total, from the OMol25 dataset.

Each line ends with the Mulliken charge.
CARTESIAN COORDINATES (ANGSTROEM)
Cl 0.514 1.361 0.425  -1.018
C -2.755 -1.188 -1.519  0.543
O -3.484 -1.586 -2.344  -0.683
N -1.983 -0.141 -1.774  -0.265
N -2.654 -1.445 -0.264  -0.218
H -2.224 0.272 -2.663  0.186
H -1.514 0.476 -1.127  0.082
H -2.009 -0.963 0.346  0.091
H -3.377 -2.005 0.164  0.165
C 4.685 -0.199 0.861  0.505
O 4.718 0.709 1.711  -0.632
N 5.451 -1.253 0.844  -0.469
N 3.673 -0.538 0.148  -0.141
H 5.112 -2.137 0.494  0.187
H 6.107 -1.404 1.597  0.234
H 3.844 -1.018 -0.724  0.269
H 2.911 0.123 0.198  0.116
C 1.463 -1.527 -2.389  -1.162
C 1.918 -0.506 -3.495  0.485
C 0.803 0.016 -4.490  -0.850
O 1.415 0.650 -5.680  -0.378
C 0.918 1.998 -5.858  -0.557
N 2.410 0.621 -2.834  -0.451
H 2.226 -1.935 -1.726  0.292
H 1.011 -2.392 -2.875  0.448
H 0.619 -1.098 -1.849  0.173
H 2.743 -0.977 -4.029  0.167
H -0.036 0.553 -4.046  0.411
H 0.376 -0.896 -4.908  0.326
H 1.320 2.350 -6.808  0.266
H 1.282 2.619 -5.039  0.219
H -0.148 2.117 -6.054  0.275
H 2.326 1.365 -3.511  0.206
H 1.845 0.889 -2.041  0.099
C -0.894 -1.187 3.207  -1.277
C -2.263 -0.508 3.019  1.250
C -3.402 -0.669 4.018  -0.874
O -3.439 -2.016 4.421  -0.305
C -4.677 -2.392 5.100  -0.830
N -2.059 0.819 2.608  -0.514
H -0.993 -2.269 3.295  0.366
H -0.333 -0.901 4.098  0.385
H -0.324 -0.979 2.302  0.276
H -2.684 -1.032 2.162  -0.468
H -4.294 -0.446 3.432  0.350
H -3.180 -0.034 4.876  0.409
H -4.988 -1.708 5.890  0.310
H -4.637 -3.391 5.534  0.277
H -5.572 -2.482 4.484  0.315
H -1.375 0.916 1.871  0.108
H -2.916 1.026 2.114  0.290
O 2.001 1.210 3.285  -0.574
H 2.238 0.293 3.424  0.284
H 1.646 1.234 2.396  0.246
O -0.984 3.886 1.732  -0.583
H -0.754 4.650 1.203  0.271
H -0.678 3.138 1.220  0.368
O 1.973 3.553 -1.378  -0.641
H 1.338 3.656 -2.086  0.310
H 1.744 2.718 -0.970  0.326

Properties
HOMO energy: -6.4 eV
Frontier orbital gap: 8.99 eV
LUMO: 2.6 eV
Total charge: -1

=====

(2)
The following is a quantum chemistry calculation of a structure of composition C10H36HfN18O12, from the OMol25 dataset.

Each line ends with the Mulliken charge.
CARTESIAN COORDINATES (ANGSTROEM)
Hf -2.222 -20.874 -16.282  1.719
C -1.694 -23.102 -17.997  -0.913
O -2.842 -22.920 -17.407  0.474
O -0.838 -22.335 -17.383  0.973
O -1.409 -23.893 -18.875  0.261
C 2.431 -24.314 -16.974  0.435
O 3.502 -24.663 -16.525  -0.663
N 1.513 -23.532 -16.306  0.006
N 1.980 -24.738 -18.208  -0.278
H 0.796 -23.097 -16.867  -0.358
H 1.618 -23.279 -15.344  0.184
H 1.080 -24.458 -18.563  0.109
H 2.482 -25.518 -18.589  0.233
C 1.080 -20.049 -15.368  0.441
O 0.090 -20.462 -16.025  -0.514
N 0.968 -19.288 -14.254  -0.437
N 2.330 -20.277 -15.787  -0.353
H 0.077 -19.051 -13.861  0.153
H 1.750 -18.784 -13.870  0.178
H 3.065 -19.925 -15.197  0.183
H 2.582 -20.781 -16.620  0.230
C -4.719 -19.839 -18.440  0.606
O -3.871 -20.550 -17.846  -0.685
N -5.061 -20.013 -19.717  -0.350
N -5.485 -18.956 -17.734  -0.435
H -5.604 -19.310 -20.185  0.203
H -4.689 -20.841 -20.161  0.233
H -6.089 -18.276 -18.167  0.189
H -5.392 -18.841 -16.742  0.167
C -1.519 -23.659 -14.374  0.495
O -1.232 -22.517 -14.816  -0.499
N -1.798 -23.835 -13.053  -0.438
N -1.784 -24.723 -15.146  -0.109
H -2.190 -24.706 -12.743  0.185
H -1.367 -23.195 -12.410  0.255
H -1.635 -24.617 -16.135  -0.091
H -1.833 -25.678 -14.831  0.281
C -5.531 -24.184 -20.022  0.343
O -6.325 -24.248 -20.937  -0.647
N -4.390 -24.957 -19.954  -0.132
N -5.655 -23.254 -19.011  -0.217
H -3.569 -24.483 -19.599  -0.024
H -4.252 -25.540 -20.763  0.234
H -4.909 -23.124 -18.353  0.092
H -6.548 -22.802 -18.942  0.213
C -0.725 -19.510 -19.158  0.679
O -1.369 -19.761 -18.107  -0.646
N -0.839 -18.353 -19.830  -0.412
N 0.157 -20.410 -19.612  -0.227
H -0.129 -18.074 -20.484  0.194
H -1.563 -17.693 -19.614  0.219
H 0.750 -20.191 -20.396  0.230
H 0.403 -21.211 -19.049  0.093
C -5.158 -22.048 -14.743  0.471
O -4.010 -22.004 -15.261  -0.487
N -5.735 -21.021 -14.081  -0.439
N -5.871 -23.177 -14.885  -0.383
H -5.140 -20.322 -13.676  0.231
H -6.656 -21.183 -13.710  0.176
H -5.430 -23.961 -15.335  0.224
H -6.789 -23.206 -14.478  0.206
C -0.228 -24.123 -22.470  0.543
O 0.477 -23.196 -22.084  -0.643
N -1.015 -24.868 -21.647  -0.217
N -0.189 -24.523 -23.778  -0.391
H -1.719 -25.467 -22.038  0.227
H -1.058 -24.657 -20.666  0.057
H -0.712 -25.314 -24.105  0.159
H 0.468 -24.067 -24.381  0.247
C -2.351 -27.493 -18.163  0.429
O -2.506 -28.684 -18.290  -0.634
N -3.169 -26.738 -17.322  -0.253
N -1.341 -26.778 -18.749  -0.139
H -3.240 -25.760 -17.547  0.142
H -3.967 -27.255 -16.995  0.225
H -1.313 -25.782 -18.583  -0.039
H -0.573 -27.293 -19.136  0.226

Properties
HOMO energy: -13.2 eV
Frontier orbital gap: 5.34 eV
LUMO: -7.8 eV
Total charge: +2

=====

ΔE to the lowest compared entry with this formula, charge and spin list, top to bottom, in kcal per mole: 67.9; 0.0
M list, top to bottom, in g/mol: 387.89; 779.00
Maximum force list, top to bottom, in hartree/bohr: 0.1335; 0.1827